This record from the Open Molecules 2025 dataset describes a cluster of 6 separate species, C15H20IN5O12 in total at a distorted geometry. The level of theory is ωB97M-V/def2-TZVPD.

The SMILES is O=C1C=CC(=O)c2c(I)cccc21.C[N+](=O)[O-].C[N+](=O)[O-].C[N+](=O)[O-].C[N+](=O)[O-].C[N+](=O)[O-]. The largest force on an atom comes out at 8.06 eV Å⁻¹. As for the LUMO energy: -0.0619 Eh.

Positions of all 53 atoms, in Å:
I -1.39950 3.71812 -1.75962
O -6.82767 -1.02967 -0.35453
O 1.12200 -2.51736 3.38607
O 1.10982 7.16684 -0.35567
O 2.50438 2.58262 2.30563
O 0.69769 -4.16887 4.78102
O 3.97233 -4.16010 0.28460
O 0.12249 -3.48126 -0.55376
O 1.27538 1.49868 -2.43426
O 3.25942 6.68477 -0.34031
O 4.93100 -5.86010 -0.73735
O 4.17665 3.61774 1.31294
O -5.86900 -2.72967 -1.37648
N 1.04711 -3.71487 3.68527
N 2.29413 7.42153 -0.10729
N -6.79005 -1.92163 -1.21018
N 4.00995 -5.05207 -0.57105
N 2.98143 3.32810 1.44216
C 1.74616 -1.45101 -0.01287
C 0.90468 0.73804 -1.40114
C -0.68141 0.46151 -0.96563
C 2.03492 3.93431 0.46733
C -1.00359 -1.09040 -0.43199
C -2.54899 -1.45169 -0.01875
C -3.73666 -0.30012 -0.12722
C 2.57848 8.73548 0.53014
C 2.06739 -0.04607 -0.49016
C 1.41181 -4.69498 2.62695
C -1.83526 1.64591 -1.06351
C -3.39123 1.23076 -0.61670
C 2.83778 -5.15869 -1.48115
C 0.27153 -2.16892 -0.34060
C -7.96222 -2.02826 -2.12028
H 2.33348 3.60528 -0.53018
H 3.00598 -5.98160 -2.17895
H -7.79402 -2.85116 -2.81808
H -8.05106 -1.08068 -2.65566
H 2.04335 8.76289 1.48163
H 1.02338 3.59436 0.69887
H 2.22352 9.51435 -0.14784
H -4.20486 2.09749 -0.70766
H 0.73539 -4.53716 1.78443
H 2.44929 -4.50435 2.34459
H 1.30037 -5.70485 3.02711
H 1.95767 -5.35025 -0.86389
H 3.65492 8.82484 0.69039
H 2.54926 -2.03551 0.61999
H -4.84805 -0.61623 0.16198
H 3.11234 0.47720 -0.24625
H -2.81791 -2.54152 0.34078
H -8.84233 -2.21981 -1.50302
H 2.74894 -4.21111 -2.01654
H 2.10941 5.01915 0.56667